Record 1
{
  "formula": "C9H22ClFN4O11S",
  "method": "ωB97M-V/def2-TZVPD",
  "elements": ["O", "S", "O", "C", "C", "F", "O", "C", "C", "C", "Cl", "H", "H", "H", "H", "H", "H", "H", "H", "H", "H", "C", "N", "O", "O", "H", "H", "H", "C", "N", "O", "O", "H", "H", "H", "C", "N", "O", "O", "H", "H", "H", "C", "N", "O", "O", "H", "H", "H"],
  "xyz": [[-0.4013, -4.3529, 2.6483], [-1.3659, -3.3804, 2.0432], [-0.5263, -2.6249, 0.8040], [-0.2853, -1.2405, 1.1812], [-1.2788, -0.2406, 0.5092], [-0.6687, 0.4918, -0.5305], [-2.5894, -4.3525, 1.4613], [-3.3463, -3.7454, 0.3958], [-4.8779, -3.5681, 0.7586], [-4.9239, -2.5175, 1.9446], [-6.5739, -2.4833, 2.6920], [-0.3242, -1.1560, 2.2978], [0.7383, -0.9681, 0.8249], [-2.2283, -0.6917, 0.1513], [-1.5660, 0.5335, 1.2671], [-3.2795, -4.4469, -0.4763], [-2.9819, -2.7450, 0.0706], [-5.3784, -3.1269, -0.1371], [-5.3513, -4.5345, 1.0363], [-4.1405, -2.7426, 2.7110], [-4.6322, -1.5356, 1.4922], [1.8391, 0.6407, -2.6403], [3.0010, 1.0512, -3.4691], [3.9055, 0.2589, -3.5999], [2.9589, 2.1619, -3.9592], [2.0112, -0.3650, -2.2689], [1.7581, 1.3469, -1.8179], [0.9568, 0.6729, -3.2748], [4.2586, 5.1126, -3.1106], [4.0539, 6.5392, -2.7506], [2.9210, 6.8995, -2.5082], [5.0379, 7.2451, -2.7243], [3.2985, 4.6069, -3.0942], [4.6921, 5.0843, -4.1071], [4.9345, 4.6827, -2.3752], [-1.0378, 4.2074, 1.0101], [-2.0830, 3.3235, 1.5862], [-2.0748, 3.1514, 2.7864], [-2.8739, 2.8325, 0.8098], [-0.4068, 4.5708, 1.8154], [-0.4618, 3.6143, 0.3032], [-1.5435, 5.0313, 0.5123], [2.5901, -3.7341, 1.7124], [3.4761, -2.7958, 0.9764], [4.4991, -3.2387, 0.5079], [3.1074, -1.6387, 0.8955], [3.0414, -4.7214, 1.7030], [2.4928, -3.3643, 2.7302], [1.6293, -3.7477, 1.2062]],
  "atomic_forces_ev_per_a": [[-2.1224, 1.8486, -1.6193], [1.5956, -1.6884, 2.4421], [-0.6265, -0.5897, 0.0309], [-0.1207, 0.7531, -0.5086], [-0.1041, 0.7141, 1.2678], [-0.2002, -0.7755, 0.2903], [1.4110, 1.2285, -0.8300], [-1.9595, -0.4363, -1.2441], [1.1920, 0.6641, 0.8450], [0.5300, -0.5494, -1.0684], [0.9132, 0.2214, -0.2902], [0.0287, 0.0960, -0.9471], [-0.7155, -0.4646, 0.4229], [0.8093, 0.0939, -0.0413], [0.1941, -0.6590, -0.5615], [0.1235, 0.7161, 0.6887], [0.1713, -0.7513, 0.4005], [0.2716, -0.4821, 0.6976], [0.3545, 0.6787, -0.1602], [-1.0434, -0.0146, -0.4142], [-0.7247, -0.5313, 0.6223], [-0.1637, -0.2380, 0.1742], [0.0010, -0.2315, 0.0979], [0.0784, 0.0597, -0.0833], [0.0417, 0.1706, -0.0375], [0.0905, 0.0791, -0.0518], [-0.0786, 0.0260, -0.1120], [0.0270, 0.1410, 0.0690], [-0.1826, -0.2906, -0.0376], [-0.0214, -0.1013, -0.0147], [-0.0601, 0.1032, 0.0524], [0.0321, 0.0847, 0.0148], [0.0504, 0.0922, -0.0193], [0.0877, -0.0011, 0.1052], [0.0815, 0.0745, -0.1156], [0.2698, 0.2138, 0.0532], [0.1019, 0.1554, 0.0566], [-0.0391, -0.1353, 0.0436], [-0.0823, -0.1222, -0.0466], [-0.1014, -0.0683, 0.0010], [-0.1392, 0.0447, -0.0634], [0.0146, -0.1227, -0.0863], [-0.0143, -0.2786, 0.0579], [0.0499, -0.3069, 0.0812], [0.0584, 0.1531, -0.0772], [-0.0334, 0.1453, -0.0743], [0.0594, 0.1137, -0.0397], [-0.1227, 0.0582, -0.0957], [0.0165, 0.1089, 0.1251]],
  "gap_ha": 0.3883,
  "mol_weight_g_mol": 448.81
}

***

Record 2
{
  "formula": "C16H19FeN2",
  "method": "ωB97M-V/def2-TZVPD",
  "elements": ["C", "N", "C", "N", "C", "C", "H", "H", "H", "H", "H", "H", "C", "C", "C", "C", "C", "C", "C", "Fe", "C", "C", "C", "C", "C", "H", "H", "H", "H", "H", "H", "H", "H", "H", "H", "H", "H", "H"],
  "xyz": [[-5.1047, -2.0359, 1.4043], [-3.6458, -2.0317, 1.3609], [-2.8537, -0.9076, 1.3058], [-1.5711, -1.2512, 1.2727], [-1.5163, -2.6291, 1.3199], [-2.8002, -3.1325, 1.3723], [-5.4553, -3.0745, 1.4148], [-5.4656, -1.5199, 2.3060], [-5.5144, -1.5202, 0.5239], [-3.2897, 0.0836, 1.2880], [-0.5888, -3.1779, 1.3105], [-3.1624, -4.1504, 1.4146], [0.2863, 0.6863, 2.5756], [1.3848, 1.2120, 1.7548], [1.2249, 1.6579, 0.4494], [2.1667, 2.5214, -0.3017], [1.5168, 2.9383, -1.5191], [0.2407, 2.2415, -1.6282], [0.0897, 1.3767, -0.4839], [1.7581, 0.9873, -1.4182], [1.5904, -0.5113, -2.7012], [2.1284, -0.9494, -1.4235], [3.3268, -0.1696, -1.1547], [3.5219, 0.7474, -2.2655], [2.4508, 0.5342, -3.2195], [0.5936, -0.2220, 3.1095], [-0.0290, 1.4248, 3.3308], [-0.5862, 0.4135, 1.9609], [2.3497, 1.3632, 2.2415], [3.1192, 2.8345, 0.1122], [1.8947, 3.6864, -2.2020], [-0.5038, 2.3935, -2.3982], [-0.7315, 0.7196, -0.2153], [0.7295, -0.9389, -3.2084], [1.7516, -1.7688, -0.8158], [3.9958, -0.3006, -0.3087], [4.3591, 1.4298, -2.3879], [2.3391, 1.0397, -4.1766]],
  "atomic_forces_ev_per_a": [[0.1557, 0.0436, -0.0008], [0.1461, 0.0769, 0.0321], [0.7691, -1.7682, -0.0477], [-0.9762, -0.1812, -0.1580], [-1.3149, 0.5701, -0.0190], [0.2826, 0.5646, -0.0054], [0.0571, 0.3172, -0.0089], [0.1026, -0.2222, -0.2256], [0.1124, -0.2273, 0.2217], [0.2816, -0.0633, -0.0276], [0.0198, 0.1310, -0.0356], [-0.0851, 0.2091, -0.0083], [-0.6026, -0.2132, 0.1044], [0.8454, -0.2416, 0.5395], [-1.0690, 1.5295, -1.7841], [-1.8768, 1.6418, 2.1671], [-0.7316, 1.1234, 0.9991], [-0.8571, 1.0507, 1.0355], [-0.7448, 2.4462, 2.4714], [-0.6939, -1.0091, 0.1472], [1.3235, -0.9215, -1.0566], [0.8962, -0.8174, -0.8553], [1.0980, -1.0529, -1.4377], [1.0798, -2.1387, -1.5108], [1.6726, -1.9373, -0.7470], [-0.1311, 0.0402, 0.0951], [-0.0285, -0.0562, 0.0899], [0.6674, 0.3306, 0.4856], [-0.1101, 0.0828, -0.0940], [-0.1036, 0.1197, -0.1757], [0.0457, -0.1338, -0.1326], [0.1068, -0.1053, -0.1223], [0.0752, 0.1804, -0.2501], [0.0891, 0.1839, 0.1114], [-0.0002, 0.2547, -0.0765], [-0.1851, 0.1666, -0.0931], [-0.2599, 0.0096, 0.0823], [-0.0564, 0.0168, 0.2904]],
  "gap_ha": [0.0828, 0.1755],
  "charge": -1,
  "mol_weight_g_mol": 295.19,
  "multiplicity": 5
}